1.
Entry from the Open Molecules 2025 dataset: the ion C6H11N with charge -1 (the ωB97M-V functional and the def2-TZVPD basis).

```
18
Properties=species:S:1:pos:R:3
C 1.96960 -0.09960 1.59794
C 0.55150 -0.89612 1.29115
N -1.69628 1.47892 -0.11425
C -1.45072 0.13230 0.17224
C -0.12512 -0.31364 0.18346
C 0.63450 -0.02268 -1.08906
C 0.02440 -0.51646 -2.26346
H 2.54325 -0.22434 0.69948
H 1.71396 0.89776 2.07246
H 2.38362 -0.91607 2.40210
H 0.77315 -1.90123 1.07270
H -0.16860 -0.81000 2.17674
H -1.14955 2.25969 -0.29651
H -2.55153 1.63678 -0.55233
H -2.20878 -0.47010 0.69792
H 1.31958 0.75699 -1.13505
H 0.49799 -0.24292 -3.23416
H -0.90403 -1.04179 -2.45718
```

**HOMO level (alpha / beta)**: 0.7 / -1.7 eV
**2S+1**: 2
**Net charge**: -1
**LUMO energy (alpha / beta)**: 4.44 / 4.32 eV


2.
Entry from the Open Molecules 2025 dataset: a structure of composition C7H22Li2N4O7 (the ωB97M-V functional and the def2-TZVPD basis).

```
42
Properties=species:S:1:pos:R:3
Li 1.53564 -0.83295 -3.14428
Li 0.65298 -0.02178 -0.47842
C 0.74491 -3.88275 -0.43089
C 0.72160 -2.36994 -0.42609
O 0.63614 -1.74679 -1.51902
O 0.91010 -1.75366 0.66158
H 0.06896 -4.22395 -1.21856
H 0.32469 -4.27284 0.49571
H 1.74686 -4.26730 -0.59468
C -1.02022 0.77127 -3.28382
C 0.20978 1.60817 -2.97648
C -0.14973 2.95313 -2.33368
O 1.20675 0.96378 -2.25546
H -1.44646 0.28046 -2.40786
H -0.75659 -0.04488 -3.97817
H -1.75706 1.35949 -3.83631
H 0.63165 1.93273 -3.95605
H -0.71945 3.58079 -3.03377
H 0.73034 3.53980 -2.07565
H -0.78061 2.82134 -1.44751
C -2.28832 0.75243 0.53487
O -1.10386 0.71464 0.22301
N -2.74534 0.11315 1.64223
N -3.17532 1.55777 -0.14809
H -2.04765 -0.35651 2.20325
H -3.71234 -0.07689 1.82668
H -4.14468 1.60861 0.10672
H -2.75631 2.39840 -0.50793
C -0.09595 -0.19409 3.83970
O -0.68394 0.07248 4.87658
N -0.33268 -1.35883 3.15593
N 0.83505 0.63506 3.27358
H -1.05212 -1.92626 3.56946
H 0.08144 -1.64873 2.27721
H 1.19379 1.32886 3.90234
H 1.15638 0.50397 2.32931
O 3.82399 -1.43678 0.72335
H 2.86718 -1.34014 0.61585
H 3.91534 -2.07434 1.43675
O 2.02285 1.21609 0.58036
H 1.81665 2.08337 0.94248
H 2.93554 1.03365 0.83580
```

**HOMO level**: -7.8 eV
**Net charge**: 0
**LUMO energy**: -0.26 eV


3.
Entry from the Open Molecules 2025 dataset: a cluster of 2 separate species, CH3Cl2OPS in total (the ωB97M-V functional and the def2-TZVPD basis).

```
9
Properties=species:S:1:pos:R:3
C -1.28394 -0.69689 0.28095
O -2.71696 1.08927 1.80010
P -2.39232 0.81470 0.40448
S -3.06250 1.71392 -1.16305
Cl -2.74363 -1.76315 0.28136
Cl 1.25485 1.78168 0.54304
H -0.71160 -0.78263 1.09150
H -0.64295 -0.61585 -0.70855
H 2.09643 1.01095 -0.18497
```

**HOMO level**: -9.9 eV
**Net charge**: 0
**LUMO energy**: -0.24 eV


4.
Entry from the Open Molecules 2025 dataset: the ion CH9N5O with charge +2 (the ωB97M-V functional and the def2-TZVPD basis).

```
16
Properties=species:S:1:pos:R:3
C 0.25734 -0.64794 -0.07423
N 1.49741 -0.70985 0.08424
N -0.33974 -1.87908 -0.04679
N -0.82745 0.42243 -0.40650
N 2.31961 0.54063 0.16243
N -2.01781 0.18405 0.37721
O -0.36213 1.64415 -0.35165
H 0.27415 -2.63058 0.06362
H -0.90362 -1.97968 -0.80641
H 2.70253 0.70736 1.03240
H 3.15475 0.61335 -0.45653
H 1.60337 1.28714 -0.14440
H -2.09944 -0.79855 0.26364
H -2.85991 0.72866 0.03850
H -1.98807 0.30988 1.40928
H -0.41099 2.20803 -1.14479
```

**SMILES string**: N/C(=N/[NH3+])N([NH3+])O
**HOMO level**: -19.5 eV
**Net charge**: +2
**LUMO energy**: -7.64 eV


5.
Entry from the Open Molecules 2025 dataset: a structure of composition C2H7IN3 (the ωB97M-V functional and the def2-TZVPD basis).

```
13
Properties=species:S:1:pos:R:3
C 0.01214 -0.21051 0.40589
C -1.14019 0.41228 -0.35495
N 0.13770 0.88382 1.04755
N 0.24919 -1.46295 0.67523
N -0.80872 1.64568 0.41242
I -1.01271 0.42243 -2.43910
H 1.65764 -0.31667 -1.53542
H -2.05026 -0.03814 0.02538
H 0.78291 1.22183 1.79090
H 1.03779 -1.76204 1.24398
H -0.21247 -2.15784 0.12536
H 1.58708 -0.97608 -1.16878
H -0.24010 2.33819 -0.22846
```

**HOMO level**: -13.9 eV
**Net charge**: +1
**LUMO energy**: -4.04 eV


6.
Entry from the Open Molecules 2025 dataset: a structure of composition C22H24BrCaIN3O (the ωB97M-V functional and the def2-TZVPD basis).

```
53
Properties=species:S:1:pos:R:3
Ca 1.48575 1.05325 -0.23891
C 1.71782 -4.57343 -0.28379
C 0.62835 -3.85025 -0.73492
C -0.15406 -3.48402 0.35463
C 0.50165 -3.96276 1.52893
C 1.66084 -4.61755 1.12907
H 2.55635 -4.95486 -0.86150
H 0.40263 -3.61885 -1.76122
H -1.07027 -2.87461 0.25852
H 0.15091 -3.87677 2.53052
H 2.32798 -5.08958 1.79560
N 2.20812 2.31706 1.57624
C 1.82349 1.68577 2.86034
C 1.91030 0.10659 2.90464
N 2.23018 -0.48241 1.60927
H 3.25056 2.33664 1.48821
H 1.88706 3.26575 1.50172
H 0.79151 1.98383 3.03647
H 2.39145 2.08149 3.70824
H 0.98695 -0.28320 3.34316
H 2.73299 -0.16474 3.59756
H 1.90483 -1.43197 1.55159
H 3.22563 -0.41684 1.39332
Br -0.32306 3.64530 -0.90461
C -1.84073 3.29534 0.25301
C -2.82688 4.26905 0.40195
C -4.00695 3.98043 1.15139
C -4.05892 2.76859 1.80474
C -3.06467 1.78686 1.69102
C -3.21103 0.50685 2.33098
C -2.16595 -0.37923 2.30453
C -1.03857 -0.10618 1.49908
C -0.84439 1.05618 0.79756
C -1.85063 2.02004 0.90777
H -2.70051 5.19511 -0.19225
H -4.79882 4.69231 1.28770
H -4.89340 2.48952 2.47186
H -4.15523 0.29787 2.83561
H -2.20316 -1.31369 2.77549
H -0.29156 -0.92447 1.44874
O 0.97661 -0.36315 -1.86913
N 0.69018 -0.42537 -3.16240
C -0.61313 -0.41595 -3.53861
C -0.98736 -0.48085 -4.86758
C 0.04911 -0.43533 -5.83936
C 1.37136 -0.66218 -5.44550
C 1.68552 -0.63913 -4.10770
H -1.36568 -0.27811 -2.77163
H -2.01259 -0.58240 -5.18176
H -0.12621 -0.22211 -6.87883
H 2.12015 -0.83572 -6.23126
H 2.72091 -0.61141 -3.73985
I 4.21455 1.52325 -1.51868
```

**HOMO level (alpha / beta)**: 2.3 / -0.7 eV
**2S+1**: 2
**Net charge**: -2
**LUMO energy (alpha / beta)**: 4.01 / 3.96 eV